The following is a quantum chemistry calculation of a molecular structure, C33H39BCl5N6ReS3, from OMol25.

```
! wB97M-V def2-TZVPD RIJCOSX def2/J DEFGRID3
* xyz 3 2
Re -2.540 1.568 -1.368
C 2.155 3.775 -2.602
C 1.959 2.417 -2.014
C 2.983 1.535 -1.774
C 2.740 0.250 -1.231
N 1.517 -0.119 -0.913
N 0.528 0.738 -1.130
B -0.837 0.343 -0.581
N -0.972 0.815 0.886
N 0.158 1.154 1.488
C 0.132 1.429 2.775
C -1.088 1.378 3.491
C -2.276 1.082 2.864
C -3.594 1.044 3.561
C -2.178 0.807 1.487
S -3.538 0.427 0.453
C 1.469 1.716 3.432
C 2.374 2.497 2.473
C 2.099 0.344 3.738
C 1.294 2.511 4.729
N -1.125 -1.162 -0.733
N -0.607 -1.979 0.170
C -0.789 -3.275 0.002
C -1.481 -3.761 -1.132
C -2.047 -2.908 -2.051
C -2.829 -3.362 -3.239
C -1.853 -1.545 -1.774
S -2.588 -0.233 -2.697
C -0.251 -4.220 1.055
C 0.751 -5.175 0.384
C -1.431 -5.021 1.631
C 0.441 -3.455 2.181
C 0.679 1.944 -1.668
S -0.788 2.872 -1.999
C 3.872 -0.725 -0.987
C 3.351 -2.019 -0.367
C 4.550 -1.031 -2.332
C 4.878 -0.064 -0.031
H 3.200 3.938 -2.852
H 1.562 3.897 -3.510
H 1.845 4.547 -1.895
H 4.000 1.819 -2.012
H -1.088 1.602 4.549
H -3.493 1.350 4.599
H -4.314 1.701 3.071
H -4.008 0.034 3.539
H 2.513 1.965 1.532
H 1.970 3.489 2.264
H 3.351 2.627 2.937
H 2.178 -0.259 2.830
H 3.100 0.491 4.144
H 1.518 -0.211 4.476
H 0.747 3.442 4.564
H 0.794 1.935 5.508
H 2.276 2.775 5.120
H -1.590 -4.830 -1.262
H -2.922 -4.445 -3.247
H -3.832 -2.931 -3.234
H -2.339 -3.053 -4.164
H 0.279 -5.809 -0.368
H 1.570 -4.628 -0.086
H 1.177 -5.834 1.139
H -1.954 -5.597 0.866
H -1.056 -5.729 2.369
H -2.150 -4.367 2.127
H 1.293 -2.885 1.811
H -0.245 -2.767 2.678
H 0.800 -4.166 2.923
H 2.616 -2.504 -1.011
H 4.185 -2.706 -0.224
H 2.890 -1.832 0.603
H 3.858 -1.510 -3.027
H 4.953 -0.134 -2.805
H 5.384 -1.712 -2.167
H 4.402 0.228 0.908
H 5.671 -0.774 0.202
H 5.352 0.814 -0.471
Cl -2.612 1.770 -5.238
C -3.590 2.728 -4.222
C -3.406 2.693 -2.832
C -4.136 3.614 -2.068
Cl -3.637 3.645 -0.375
C -5.090 4.472 -2.551
Cl -5.911 5.555 -1.535
C -5.323 4.419 -3.945
Cl -6.500 5.423 -4.617
C -4.566 3.561 -4.772
Cl -4.840 3.557 -6.449
*
```

Calculated values
<S²>   0.78
Kohn-Sham gap (spin up / spin down)   5.791 / 5.316 eV
HOMO energy (spin up / spin down)   -16.6 / -16.6 eV
Energy above the lowest of the compared OMol25 structures with the same formula, charge and spin   0.0 kJ/mol
LUMO level (spin up / spin down)   -10.8 / -11.3 eV